A structure of composition C48H47BrCl2N7O7STi, computed with wB97M-V/def2-TZVPD.

Last column: Mulliken charge in e.
Cartesian coordinates (Å):
Ti -0.31 -0.08 -0.18  -0.5742
Br 7.08 -3.17 1.14  -0.0867
C 5.54 -2.10 1.22  -0.2589
C 4.56 -2.38 2.16  -0.6775
C 3.41 -1.61 2.21  -0.3899
C 3.25 -0.56 1.31  -1.2695
C 4.24 -0.26 0.39  -0.3782
C 5.40 -1.03 0.34  -0.6693
N 2.02 0.17 1.32  1.0681
C 1.89 1.07 2.19  -1.0168
C 0.60 1.78 2.35  0.8886
C 0.51 2.78 3.28  -0.9855
C -0.72 3.38 3.53  -0.7863
C -1.82 2.90 2.84  -1.3351
C -1.63 1.89 1.91  -0.6641
N -0.44 1.35 1.62  1.5735
H 4.70 -3.19 2.86  0.5485
H 2.61 -1.82 2.91  0.5804
H 4.13 0.58 -0.28  0.7700
H 6.18 -0.80 -0.36  0.5489
H 2.69 1.34 2.88  0.5298
H 1.40 3.09 3.82  0.5864
H -0.81 4.18 4.25  0.4811
H -2.81 3.29 3.01  0.5599
H -2.48 1.50 1.36  0.5830
Cl -4.02 -5.35 -3.08  -0.2034
C -3.06 -3.96 -2.73  0.0178
C -1.95 -3.68 -3.52  -0.7265
C -1.18 -2.57 -3.24  0.6490
Cl 0.19 -2.22 -4.23  -0.1412
C -1.49 -1.72 -2.17  -0.7090
O -0.69 -0.66 -1.92  0.1404
C -2.61 -2.02 -1.40  0.7960
C -3.05 -1.09 -0.30  0.2156
O -2.11 -0.15 0.02  0.5607
C -3.40 -3.13 -1.68  -1.2656
H -1.69 -4.32 -4.35  0.5076
H -3.99 -0.61 -0.58  0.5424
H -4.27 -3.35 -1.08  0.5333
C 5.10 -0.94 -4.71  -2.0528
C 4.52 0.43 -4.39  1.5234
C 5.66 1.40 -4.03  -1.6048
C 3.76 0.98 -5.62  -1.5259
C 3.52 0.37 -3.24  0.8179
C 3.03 1.54 -2.69  -1.4022
C 2.04 1.48 -1.73  -1.1336
N 1.55 0.34 -1.25  1.3115
C 2.13 -0.80 -1.67  0.1914
C 3.05 -0.82 -2.69  -0.8936
C 1.77 -2.04 -0.94  0.5741
C 2.62 -3.13 -0.96  -1.2325
C 2.28 -4.32 -0.35  0.1356
C 1.04 -4.33 0.30  -1.2305
C 0.27 -3.20 0.37  -1.4386
N 0.63 -2.04 -0.21  1.8849
C 3.16 -5.56 -0.38  1.9867
C 2.34 -6.73 -0.93  -1.7827
C 4.39 -5.35 -1.27  -1.7606
C 3.62 -5.87 1.05  -1.3029
H 5.85 -0.84 -5.50  0.4605
H 4.34 -1.63 -5.08  0.3430
H 5.59 -1.39 -3.84  0.3935
H 6.35 1.46 -4.87  0.4506
H 6.21 1.04 -3.16  0.2941
H 5.31 2.41 -3.81  0.4195
H 4.42 0.98 -6.48  0.4646
H 3.42 2.00 -5.44  0.3374
H 2.89 0.36 -5.85  0.2866
H 3.39 2.53 -2.96  0.2780
H 1.67 2.40 -1.29  0.6672
H 3.43 -1.77 -3.04  1.0323
H 3.56 -3.03 -1.48  0.7245
H 0.67 -5.23 0.78  0.6401
H -0.67 -3.21 0.88  0.1888
H 1.90 -6.50 -1.90  0.3734
H 1.53 -7.02 -0.25  0.3265
H 2.99 -7.60 -1.05  0.4913
H 4.11 -5.16 -2.31  0.3805
H 5.00 -6.26 -1.25  0.4540
H 5.02 -4.53 -0.92  0.2263
H 2.78 -5.97 1.73  0.3283
H 4.29 -5.09 1.43  0.1049
H 4.17 -6.82 1.05  0.4764
N -1.25 1.93 -1.17  0.2604
C -0.52 3.08 -1.64  -0.2195
C -0.22 3.18 -2.99  -0.2400
C 0.76 4.08 -3.40  -0.8329
C 1.43 4.86 -2.46  -0.1937
C 1.01 4.85 -1.14  -0.7737
C 0.03 3.96 -0.72  -0.1363
S 2.98 5.65 -2.91  1.3244
O 3.11 6.73 -1.96  -0.7092
O 3.91 4.54 -2.70  -0.6517
O 2.80 6.02 -4.30  -0.7326
H -1.68 1.45 -1.96  0.3050
H -1.98 2.20 -0.53  0.5196
H -0.68 2.51 -3.70  0.4313
H 1.05 4.15 -4.44  0.5184
H 1.50 5.51 -0.44  0.5391
H -0.25 3.90 0.33  0.3147
C -0.61 -2.52 5.52  -0.9090
N -1.38 -2.34 4.29  0.2510
C -2.66 -2.76 4.19  -0.0568
C -3.38 -2.59 3.06  -1.2452
C -2.71 -1.95 1.99  0.7007
O -3.45 -1.84 0.89  -0.4570
N -1.47 -1.52 2.07  0.4219
C -0.75 -1.69 3.23  -0.5496
O 0.39 -1.30 3.35  -0.5575
H -1.12 -3.26 6.14  0.3522
H -0.53 -1.58 6.06  0.2860
H 0.38 -2.88 5.27  0.3090
H -3.08 -3.25 5.07  0.3876
H -4.40 -2.92 2.97  0.5930

Output
Net charge: +1
Total energy, eV: -204339.3905
Energy relative to the best compared isomer or geometry (same formula, charge and spin), kcal per mole: 22.35
Highest occupied orbital energy, eV: -9.7382